Entry 1:
DFT (the ωB97M-V functional and the def2-TZVPD basis) results for a cluster of 3 separate species, C27H57B3FN2O24P3S3 in total.

Each line ends with the Mulliken charge.
CARTESIAN COORDINATES (ANGSTROEM)
S -0.919 0.722 -6.822  -0.149
S 1.288 -1.135 1.038  -0.302
S 5.652 0.062 4.878  -0.182
P 0.019 -2.868 3.339  0.011
P -2.809 5.406 -5.231  1.082
P -1.462 1.682 7.211  1.209
F -2.424 -4.574 -0.706  -0.433
O -2.191 2.701 8.266  -0.351
O -3.463 5.910 -3.750  -0.451
O 4.388 -3.529 2.795  -0.452
O 4.813 -2.374 0.678  -0.536
O -1.604 -2.442 2.995  -0.531
O -1.068 2.962 6.159  -0.211
O -2.433 1.135 6.185  -0.651
O 2.324 -3.435 1.799  0.377
O -4.062 6.156 -5.983  -0.358
O 0.467 2.275 2.047  -0.270
O -2.106 5.020 -6.740  -0.245
O 3.160 -6.267 2.898  -0.648
O 2.308 -5.075 -1.276  -0.593
O 4.668 -4.831 0.732  -0.611
O 1.632 1.060 -7.616  -0.214
O -1.710 0.395 8.285  -0.491
O 0.351 -6.461 -1.193  -0.596
O -3.109 3.942 -5.000  -0.581
O 0.779 -5.032 0.709  -0.597
O 0.246 -3.156 -0.624  -0.279
O 0.347 1.726 -0.103  -0.557
O 3.849 2.451 4.558  -0.547
O 2.152 -5.324 4.887  -0.596
O 3.971 2.841 2.379  -0.414
N 1.808 -0.037 -9.540  -0.369
N 0.533 -0.230 -9.102  -0.279
C -2.004 -3.629 -1.696  -0.209
C -1.031 -0.617 -5.565  -0.843
C -4.651 5.290 -3.292  -0.431
C -1.695 -1.020 -3.099  -0.654
C 4.129 2.011 3.480  0.773
C -0.412 4.149 6.599  -0.723
C 0.443 0.450 -7.960  0.451
C 1.054 -2.859 1.774  0.966
C 0.226 1.351 1.031  -0.191
C -4.850 5.466 -6.941  -0.700
C -0.701 -1.328 -1.921  0.002
C 3.432 2.599 0.025  -1.462
C -1.883 5.989 -7.760  -0.725
C 2.455 0.721 -8.665  0.068
C 4.699 0.554 3.390  0.034
C 0.562 -1.481 4.515  -0.516
C 0.198 -3.713 0.667  -1.061
C -0.247 -4.020 -3.696  -0.356
C 2.958 -3.619 3.067  -0.192
C -1.017 -2.613 -1.067  0.032
C -3.249 3.547 7.843  -0.725
C -1.544 -4.457 -2.939  -1.005
C 1.576 3.127 1.726  -0.807
C -3.028 -0.092 8.463  -0.525
C 2.932 2.355 1.495  1.670
C -0.950 -0.007 -4.097  -0.394
C -0.184 -0.112 1.416  0.337
B 4.608 -3.601 1.391  0.977
B 2.768 -5.143 3.633  1.043
B 1.135 -5.488 -0.573  0.694
H -4.803 6.003 -7.890  0.258
H 5.342 0.413 2.482  0.305
H -2.599 -0.491 -2.712  0.256
H -2.987 -0.878 9.217  0.257
H 0.525 -3.491 -3.096  -0.118
H -4.933 5.775 -2.357  0.259
H -2.385 -4.432 -3.687  0.392
H 2.839 1.249 1.641  -0.475
H -5.462 5.415 -4.013  0.199
H 0.240 -4.903 -4.190  0.313
H -1.856 -1.703 3.581  0.339
H -0.527 -3.331 -4.536  0.089
H -1.426 1.004 -4.073  0.423
H 4.469 2.166 -0.028  0.368
H 1.741 3.793 2.616  0.426
H -1.525 -2.228 -0.134  0.628
H 4.788 -4.637 -0.215  0.266
H 3.498 1.078 -8.679  0.376
H -0.861 5.890 -8.125  0.265
H 2.781 -2.838 3.845  -0.091
H 2.879 -6.166 1.969  0.290
H -2.051 -1.075 -5.679  0.374
H -2.039 7.006 -7.403  0.344
H 0.138 0.074 -3.837  0.270
H 3.860 -0.179 3.276  -0.433
H -0.483 -0.069 2.487  0.329
H 4.725 -0.088 5.880  0.128
H -3.694 0.699 8.816  0.224
H 0.309 -1.499 -2.386  0.070
H -3.415 -0.528 7.543  0.250
H -1.099 -0.334 0.820  0.357
H 2.064 -4.520 -2.032  0.314
H -4.138 3.326 8.439  0.273
H 0.845 -6.817 -1.953  0.306
H -0.274 -1.427 -5.680  0.369
H -4.488 4.232 -3.086  0.199
H -2.969 4.585 8.034  0.268
H -1.976 -1.895 -3.726  0.279
H -2.950 -3.091 -1.973  0.475
H 1.509 -0.997 4.154  -0.043
H -0.043 4.060 7.619  0.351
H -1.116 4.984 6.537  0.272
H 1.412 -5.949 4.788  0.296
H -0.248 -0.728 4.674  0.231
H 0.424 4.360 5.932  0.228
H -0.848 -3.871 1.048  0.565
H -2.562 5.788 -8.594  0.256
H 3.513 3.691 -0.185  0.360
H -0.596 -0.392 -1.323  -0.277
H -1.479 -5.535 -2.636  0.574
H 0.744 -1.987 5.493  0.355
H 5.774 -2.219 0.726  0.247
H -3.490 3.429 6.786  0.357
H -4.525 4.436 -7.095  0.349
H -5.890 5.466 -6.608  0.274
H 1.377 3.832 0.877  0.241
H 2.821 2.057 -0.737  0.223

Properties
Electronic energy = -146162.1980 eV
Structure (SMILES) = CC[C@@H](F)[C@H](CCCCSc1nnco1)O[C@@H](OB(O)O)[C@@](O[C@H](OB(O)O)B(O)O)(SCC(=O)OC[C@@H](C)OC(=O)CS)P(C)O.COP(=O)(OC)OC.COP(=O)(OC)OC
HOMO = -8.380 eV
Frontier orbital gap = 5.66 eV
LUMO level = -2.7 eV

Entry 2:
DFT (the ωB97M-V functional and the def2-TZVPD basis) results for a structure of composition C27H57N5O11TlV.

Each line ends with the Mulliken charge.
CARTESIAN COORDINATES (ANGSTROEM)
Tl 1.051 -2.571 0.864  1.053
V -0.870 2.030 -2.419  1.295
O 1.355 3.801 -2.165  -0.029
O -1.519 3.442 -2.218  -0.423
O -2.062 1.097 -2.855  -0.610
O 2.632 -0.030 -3.361  -0.577
O -0.911 -0.586 0.248  -0.343
O 1.799 -1.371 -1.879  -0.350
O 0.821 0.452 0.997  -0.623
O -0.698 -2.391 3.519  -0.461
O -0.918 -4.460 -0.645  -0.261
O -0.566 1.532 -0.253  -0.335
O 0.717 0.432 -2.449  0.038
N -0.698 -4.299 -2.003  0.989
N 2.291 4.452 -1.385  0.109
N -1.130 -1.073 3.430  1.343
N -0.246 0.466 0.354  0.761
N 1.754 -0.317 -2.581  0.186
C -0.931 -4.776 -4.812  -0.680
C 3.813 4.454 0.478  -1.364
C 2.636 3.723 -0.184  1.889
C -1.572 -3.556 -4.157  -1.158
C -2.982 0.424 2.941  -1.480
C -0.368 -6.750 -2.282  -1.690
C 1.542 -5.188 -1.939  -1.744
C -1.805 -3.674 -2.663  1.534
C -2.104 -2.292 -2.078  -1.419
C 0.162 -5.344 -2.587  1.251
C 0.360 -5.045 -4.061  -1.315
C 3.490 5.930 0.717  -0.627
C -0.403 -0.176 4.326  1.319
C 2.266 6.350 -2.908  -1.788
C 1.486 3.640 0.851  -1.392
C -3.275 -1.454 4.635  -1.568
C 1.107 -0.229 4.018  -1.529
C 3.264 6.585 -0.645  -1.078
C -0.879 1.243 4.019  -0.528
C -2.563 -0.995 3.321  1.422
C 2.141 5.917 -1.447  1.344
C -3.112 -4.506 -2.408  -1.641
C 3.128 2.333 -0.591  -1.819
C -2.381 1.490 3.869  -0.852
C -3.082 -1.936 2.227  -1.754
C 0.756 6.325 -0.887  -1.362
C -0.584 -0.437 5.845  -1.569
H -0.979 -2.666 -4.392  0.328
H 1.356 4.461 1.545  0.367
H 4.368 6.320 1.236  0.415
H -3.507 -0.579 5.239  0.376
H -2.581 2.477 3.465  0.527
H -1.290 -5.370 -0.592  0.360
H 2.024 7.412 -2.967  0.450
H 1.865 3.549 -2.961  0.333
H -1.192 -1.693 -2.063  0.143
H 1.904 -4.170 -2.093  0.333
H -0.217 -6.945 -1.213  0.576
H 2.619 6.081 1.357  0.312
H 1.564 -5.369 -0.859  0.282
H 2.269 -5.882 -2.359  0.444
H -1.608 -0.282 6.169  0.321
H -1.018 -2.748 4.375  0.314
H 4.106 3.952 1.398  0.413
H 4.208 6.480 -1.184  0.377
H -2.963 -1.816 -2.530  0.492
H -2.665 -2.165 5.190  0.217
H -1.539 -5.683 -4.723  0.295
H -1.397 -6.972 -2.553  0.255
H -0.779 -4.579 -5.870  0.457
H -3.884 -4.117 -3.063  0.434
H 1.399 0.299 3.118  -0.056
H 0.908 -5.870 -4.532  0.531
H -3.419 -4.541 -1.367  0.360
H -4.070 0.445 3.006  0.510
H 0.532 3.505 0.333  0.149
H -0.496 1.589 3.048  -0.482
H 1.618 0.262 4.847  0.486
H -3.970 -1.494 1.773  0.428
H 2.991 7.625 -0.470  0.403
H 0.755 6.274 0.201  0.323
H 0.450 7.301 -1.252  0.468
H -3.351 -2.942 2.536  0.425
H 0.049 0.275 6.364  0.465
H 0.281 -7.493 -2.746  0.427
H -2.324 -2.398 -1.010  -0.081
H -2.530 -3.398 -4.660  0.485
H -2.353 -1.953 1.411  0.052
H -4.234 -1.923 4.429  0.485
H 1.643 5.807 -3.616  0.416
H 4.658 4.434 -0.218  0.450
H -0.464 1.954 4.736  0.671
H -2.931 -5.540 -2.717  0.399
H 3.260 1.658 0.250  0.401
H -0.268 -1.447 6.117  0.390
H 3.288 6.278 -3.292  0.389
H 2.405 1.836 -1.240  0.168
H 1.588 2.677 1.354  0.261
H 1.452 -1.264 4.069  0.411
H 4.064 2.455 -1.134  0.521
H -2.900 1.306 4.814  0.293
H 1.091 -4.244 -4.226  0.396
H -2.683 0.566 1.896  0.302
H -0.012 5.602 -1.177  0.167

Properties
Electronic energy = -89248.1194 eV
HOMO = -12.964 eV
Total charge = +2
Frontier orbital gap = 1.65 eV
LUMO level = -11.3 eV
Energy relative to the best compared isomer or geometry (same formula, charge and spin) = 0.00 kcal/mol

Entry 3:
DFT (the ωB97M-V functional and the def2-TZVPD basis) results for a cluster of 13 separate species, C27H58Br24O2P in total.

Each line ends with the Mulliken charge.
CARTESIAN COORDINATES (ANGSTROEM)
Br 3.311 -3.382 -7.863  -0.129
Br 0.021 0.350 -7.910  -0.046
Br -3.044 1.132 -5.266  -0.081
Br 1.802 1.800 -0.781  -0.139
Br 1.707 0.030 -4.029  -0.053
Br -4.830 -2.819 -5.945  -0.154
Br 0.923 7.618 8.285  -0.128
Br -3.290 2.062 0.165  -0.171
Br 0.216 0.896 5.705  -0.054
Br 5.653 -2.204 2.422  -0.134
Br 2.313 -3.469 3.326  -0.123
Br -0.500 -0.198 1.991  -0.023
Br 1.924 3.181 -6.553  -0.130
Br 1.374 -1.326 8.418  -0.159
Br -3.570 3.941 5.830  -0.133
Br -0.790 4.351 8.323  -0.081
Br -3.579 -0.472 -8.537  -0.145
Br -1.859 3.611 -2.859  -0.126
Br 3.881 2.330 5.702  -0.153
Br -2.243 -3.423 1.971  -0.206
Br -1.208 -2.465 -5.586  0.125
Br 4.253 4.970 8.257  -0.130
Br -5.620 1.169 4.516  -0.141
Br 1.645 -4.912 -4.948  -0.169
P -2.886 -2.367 -1.517  0.354
O 0.808 -3.828 0.149  -0.550
O -2.181 -3.824 -1.341  -0.368
C -1.804 -0.911 3.251  -0.339
C -1.503 3.988 -0.976  -0.673
C 1.525 -0.548 5.667  -0.082
C 2.477 1.805 -7.818  -0.381
C -3.414 -4.044 -6.477  -0.612
C 1.095 -1.706 6.529  -0.607
C 1.578 2.505 -2.585  -0.586
C -3.421 1.927 -7.012  -0.596
C 3.589 -4.142 2.015  -0.277
C 0.142 -2.954 -0.771  1.511
C -0.762 -3.821 -1.677  -0.323
C -3.156 2.627 4.456  -0.314
C -4.420 1.121 -7.808  -0.525
C -0.092 5.414 9.800  -0.575
C 0.721 1.598 -3.423  -0.608
C -1.596 -2.382 3.481  -0.051
C -4.359 2.336 3.597  -0.133
C -2.324 -4.057 -5.450  -0.578
C 2.961 3.517 8.142  -0.612
C 1.360 1.474 -8.769  -0.674
C 3.454 -4.209 -5.123  -0.559
C 3.475 -2.963 -5.969  -0.329
C 5.001 -4.036 2.525  -0.640
C -0.331 6.884 9.580  -0.600
C 1.258 -2.250 -1.573  -0.699
C 3.598 2.254 7.629  -0.158
C -1.487 2.731 -0.148  -0.102
H 4.067 -5.010 -5.524  0.456
H -3.888 -5.021 -6.551  0.432
H 0.847 2.356 -9.139  0.368
H 2.178 -2.162 -0.997  0.283
H -0.553 -2.654 3.620  -0.165
H 0.885 -1.242 -1.802  -0.091
H -2.786 -0.673 2.850  0.524
H -1.649 -0.357 4.175  -0.204
H 2.475 -0.119 5.969  0.268
H 3.420 -3.586 1.099  0.081
H -1.072 2.927 0.839  0.422
H -3.066 -1.985 -2.873  0.118
H -0.388 -2.203 -0.172  -0.334
H 1.586 -0.849 4.621  -0.077
H 0.227 -3.843 0.908  0.158
H -4.904 3.229 3.310  0.502
H 2.809 0.950 -7.237  0.136
H -1.330 7.104 9.215  0.381
H -4.770 1.688 -8.668  0.379
H 4.430 -2.452 -5.871  0.384
H 3.773 -3.986 -4.107  0.347
H -3.074 -3.734 -7.461  0.356
H -2.463 2.020 -7.514  0.233
H 0.407 2.100 -4.335  0.322
H -4.160 -2.473 -0.910  0.228
H 2.599 3.373 9.159  0.341
H 5.107 -4.352 3.558  0.387
H 2.572 2.652 -2.996  0.504
H 1.095 3.472 -2.456  0.349
H 2.670 -2.273 -5.729  -0.049
H 1.726 0.891 -9.611  0.359
H 1.452 -2.728 -2.539  -0.025
H -0.587 -3.606 -2.742  -0.016
H 0.045 -1.960 6.410  0.355
H -2.259 4.700 -0.660  0.488
H 0.961 5.166 9.900  0.274
H 2.937 1.402 7.789  -0.062
H 1.705 -2.583 6.320  0.344
H -2.707 -4.094 -4.437  0.170
H -2.174 -2.721 4.339  0.494
H -1.647 -4.895 -5.610  0.343
H -5.274 0.789 -7.224  0.324
H -3.815 2.918 -6.794  0.385
H -0.155 1.234 -2.894  0.301
H -0.524 4.463 -0.955  0.395
H 3.313 -5.183 1.859  0.376
H -0.935 1.920 -0.613  -0.204
H -2.210 -1.314 -0.851  0.180
H -4.069 1.790 2.704  -0.228
H 2.145 3.868 7.517  0.265
H 5.676 -4.616 1.899  0.384
H 3.325 2.230 -8.351  0.380
H -0.153 7.441 10.498  0.352
H -2.771 1.747 4.964  0.097
H -0.424 -4.852 -1.538  0.380
H -2.361 3.076 3.861  0.299
H 4.563 2.049 8.081  0.526
H -0.629 5.065 10.680  0.392

Properties
Electronic energy = -1723338.4792 eV
HOMO = -11.187 eV
Total charge = +1
Frontier orbital gap = 7.85 eV
LUMO level = -3.3 eV

Entry 4:
DFT (the ωB97M-V functional and the def2-TZVPD basis) results for a cluster of 7 separate species, C27H58Br2N6O10S in total.

Each line ends with the Mulliken charge.
CARTESIAN COORDINATES (ANGSTROEM)
Br 3.260 6.418 2.258  -0.116
Br 2.967 3.445 4.579  -0.106
S 0.396 1.605 0.984  1.415
O -0.523 -2.058 -3.551  -0.677
O -11.141 -4.248 -0.337  -0.652
O 0.229 0.384 1.714  -0.701
O -0.585 1.967 0.005  -0.670
O 1.579 3.932 -2.227  -0.521
O 3.793 -5.306 2.801  -0.653
O 0.548 2.730 2.082  -0.509
O -4.763 -3.376 -0.079  -0.638
O -0.926 4.887 1.102  -0.427
O 6.627 1.995 1.139  -0.608
N 1.286 2.839 -4.163  -0.126
N -9.051 -3.506 0.017  -0.124
N 1.837 -6.346 3.165  -0.163
N 8.275 0.737 0.276  -0.235
N -2.485 -3.145 -3.429  -0.174
N -2.679 -2.622 0.255  0.134
C 5.960 0.373 -0.473  -0.365
C 2.013 1.621 0.240  -0.605
C -7.922 -3.034 0.796  -0.754
C 0.528 5.167 -3.978  -1.510
C 1.188 3.997 1.747  -0.582
C 1.909 -4.456 1.600  -1.010
C 0.407 4.744 0.688  -0.420
C 2.601 -5.392 2.565  0.633
C 6.975 1.101 0.379  0.786
C 0.420 -6.589 3.007  -0.700
C 8.848 -0.294 -0.563  -0.869
C 4.337 3.927 3.270  0.300
C 1.176 3.940 -3.382  0.776
C -10.289 -3.863 0.446  0.726
C -10.564 -3.763 1.931  -1.191
C 2.984 2.291 1.206  -0.622
C 3.758 4.542 2.003  -1.119
C 2.646 3.783 1.266  0.860
C -3.903 -2.982 0.701  0.966
C -1.687 -2.155 -3.906  0.856
C -1.542 -2.123 1.008  -0.759
C -3.881 -3.410 -3.724  -0.758
C -2.304 -1.180 -4.884  -1.103
C -4.163 -2.873 2.186  -1.319
C -1.756 5.330 0.054  -0.745
C 5.392 4.781 3.952  -1.620
C 0.851 2.666 -5.533  -0.726
H 4.011 2.167 0.861  -0.509
H 9.577 0.127 -1.257  0.288
H 1.163 4.544 2.686  0.832
H 0.521 5.942 -3.218  0.262
H -0.004 -5.879 2.303  0.217
H 4.798 2.986 2.967  0.374
H 0.883 5.726 0.558  0.449
H -2.571 -2.704 -0.745  -0.065
H -4.261 -2.685 -4.438  0.312
H 1.118 -3.892 2.096  0.205
H 5.926 -0.694 -0.254  0.391
H -0.688 -2.794 0.892  0.125
H 8.068 -0.777 -1.143  0.320
H -0.497 4.957 -4.286  0.395
H 1.471 -5.004 0.764  0.366
H 1.082 5.523 -4.848  0.429
H 2.652 -3.762 1.220  0.322
H 4.940 5.591 4.519  0.420
H 6.150 0.503 -1.539  0.379
H -7.061 -3.689 0.674  0.241
H -3.147 -0.654 -4.434  0.369
H -5.182 -3.197 2.376  0.233
H 9.343 -1.057 0.039  0.288
H 2.681 4.142 0.232  0.310
H 2.891 1.830 2.191  0.380
H -1.249 -1.138 0.657  0.272
H 2.261 0.584 0.016  0.682
H -11.588 -4.081 2.099  0.293
H 2.355 -6.937 3.796  0.220
H -4.478 -3.342 -2.812  0.209
H -0.107 -6.479 3.956  0.282
H 0.108 1.871 -5.607  0.086
H -2.692 5.670 0.494  0.279
H -2.015 -3.767 -2.789  0.272
H 8.893 1.264 0.874  0.243
H -8.193 -2.989 1.847  0.319
H 5.971 4.164 4.638  0.412
H 6.068 5.202 3.204  0.387
H 1.927 2.197 -0.684  0.248
H -1.540 -0.461 -5.162  0.056
H -7.623 -2.034 0.476  0.243
H 1.707 2.049 -3.700  0.194
H 5.003 0.820 -0.229  -0.461
H -1.299 6.162 -0.495  0.315
H -8.929 -3.596 -0.979  0.205
H -1.963 4.512 -0.646  0.237
H -1.783 -2.046 2.064  0.342
H 0.481 4.184 -0.249  0.121
H 0.233 -7.594 2.625  0.279
H -4.041 -1.845 2.529  0.357
H 0.406 3.585 -5.902  0.345
H -2.660 -1.691 -5.779  0.390
H 1.693 2.412 -6.180  0.322
H -4.002 -4.406 -4.151  0.285
H 4.601 4.588 1.310  0.623
H -9.890 -4.403 2.501  0.341
H -3.475 -3.502 2.752  0.360
H -10.443 -2.739 2.287  0.331

Properties
Electronic energy = -209277.9327 eV
Structure (SMILES) = COC[C@H]1OS(=O)(=O)CC[C@@H]1[C@@H](Br)[C@@H](C)Br.CNC(C)=O.CNC(C)=O.CNC(C)=O.CNC(C)=O.CNC(C)=O.CNC(C)=O
HOMO = -9.128 eV
Frontier orbital gap = 9.43 eV
LUMO level = 0.3 eV

Look up the LUMO level of the fourth one. 0.3 eV